Entry 1:
{
  "formula": "C25H33CsN5OP",
  "method": "the ωB97M-V functional and the def2-TZVPD basis",
  "homo_ev": -7.089,
  "total_charge": 0,
  "gap_ev": 7.15,
  "e_above_lowest_kj_mol": 0.0,
  "species": ["Cs", "C", "C", "N", "N", "C", "O", "C", "C", "C", "C", "C", "C", "C", "C", "C", "C", "C", "N", "H", "H", "H", "H", "H", "H", "H", "H", "H", "H", "H", "H", "N", "C", "C", "C", "N", "H", "H", "H", "H", "H", "H", "H", "H", "H", "H", "C", "P", "C", "C", "C", "C", "C", "C", "C", "H", "H", "H", "H", "H", "H", "H", "H", "H", "H", "H"],
  "xyz": [[0.213, -1.003, -0.191], [2.360, 2.382, 3.152], [1.532, 1.345, 2.450], [1.816, 0.813, 1.320], [2.988, 1.254, 0.717], [3.158, 0.671, -0.462], [2.421, -0.167, -1.042], [4.416, 1.077, -1.189], [5.327, 1.976, -0.637], [6.472, 2.333, -1.329], [6.722, 1.796, -2.585], [5.820, 0.902, -3.139], [4.673, 0.544, -2.446], [0.266, 0.906, 3.167], [-0.088, 1.492, 4.386], [-1.255, 1.092, 5.016], [-2.047, 0.121, 4.429], [-1.627, -0.415, 3.219], [-0.509, -0.037, 2.618], [3.246, 2.612, 2.572], [2.661, 2.036, 4.144], [1.789, 3.303, 3.302], [5.118, 2.387, 0.340], [7.168, 3.032, -0.884], [7.616, 2.073, -3.130], [6.005, 0.478, -4.119], [3.965, -0.152, -2.872], [0.532, 2.251, 4.836], [-1.541, 1.538, 5.959], [-2.966, -0.222, 4.884], [-2.205, -1.174, 2.702], [-2.484, -3.160, 0.143], [-1.973, -4.161, -0.787], [-1.234, -5.255, -0.022], [-0.026, -4.785, 0.782], [0.996, -4.215, -0.095], [-3.112, -3.595, 0.808], [-2.981, -2.407, -0.317], [-1.272, -3.688, -1.480], [-2.771, -4.613, -1.392], [-0.922, -6.033, -0.727], [-1.932, -5.756, 0.657], [0.355, -5.621, 1.383], [-0.345, -4.010, 1.483], [1.326, -4.907, -0.758], [1.811, -3.921, 0.433], [-4.476, 1.631, 0.303], [-2.846, 0.892, -0.088], [-1.762, 2.280, 0.457], [-2.814, 1.081, -1.914], [-2.906, 2.321, -2.548], [-2.933, 2.412, -3.928], [-2.873, 1.259, -4.701], [-2.777, 0.022, -4.089], [-2.743, -0.064, -2.703], [-4.627, 2.631, -0.107], [-4.584, 1.684, 1.388], [-5.266, 0.981, -0.076], [-2.161, 3.225, 0.081], [-0.725, 2.187, 0.129], [-1.764, 2.320, 1.547], [-2.959, 3.224, -1.953], [-3.001, 3.381, -4.405], [-2.895, 1.329, -5.781], [-2.722, -0.880, -4.685], [-2.646, -1.035, -2.229]],
  "atomic_forces_ev_per_a": [[-1.52, -0.99, -0.07], [0.09, 0.10, -0.01], [-0.63, -0.11, 0.66], [0.65, 0.49, 0.03], [-0.67, -0.20, 0.36], [0.38, -0.15, -0.51], [0.97, 0.51, -0.17], [0.03, 0.18, 0.19], [-0.04, -0.01, 0.02], [0.01, 0.02, 0.03], [0.05, 0.03, 0.00], [-0.03, -0.05, -0.06], [0.02, -0.01, -0.04], [0.54, 0.17, -0.27], [-0.11, -0.06, -0.05], [0.02, 0.02, 0.00], [-0.13, -0.13, -0.08], [0.11, 0.18, 0.18], [0.31, 0.01, -0.32], [-0.02, -0.05, -0.04], [0.04, -0.04, -0.01], [0.00, 0.01, -0.05], [0.00, 0.00, 0.00], [0.03, 0.00, -0.03], [0.02, 0.01, 0.00], [0.03, 0.01, -0.01], [-0.05, -0.01, 0.04], [0.02, 0.02, 0.01], [-0.01, 0.01, 0.02], [-0.01, 0.03, 0.04], [-0.04, -0.02, 0.02], [0.18, 0.04, 0.18], [0.01, -0.06, 0.00], [-0.07, -0.24, -0.03], [-0.01, -0.02, 0.07], [0.11, 0.10, -0.08], [-0.09, 0.07, -0.03], [-0.04, -0.02, 0.01], [-0.05, 0.10, 0.04], [0.12, -0.09, -0.01], [0.04, 0.06, -0.04], [0.00, 0.07, 0.04], [-0.10, -0.01, -0.04], [0.02, 0.02, -0.03], [-0.04, -0.01, 0.00], [-0.07, -0.03, 0.01], [-0.22, 0.02, 0.08], [0.18, -0.07, 0.04], [-0.18, 0.17, -0.06], [-0.06, 0.10, 0.00], [-0.01, -0.04, 0.07], [0.01, 0.01, -0.05], [-0.01, 0.02, -0.05], [0.04, -0.08, -0.02], [0.06, 0.06, 0.06], [0.11, 0.00, -0.05], [0.02, -0.01, 0.00], [0.01, 0.00, 0.00], [0.10, 0.05, 0.05], [-0.06, -0.16, -0.02], [-0.02, -0.04, 0.00], [-0.01, 0.03, -0.03], [0.00, 0.00, 0.00], [0.00, 0.00, 0.00], [0.00, 0.01, -0.01], [-0.06, -0.02, 0.00]]
}

Entry 2:
{
  "formula": "C25H33F2N3Si",
  "method": "the ωB97M-V functional and the def2-TZVPD basis",
  "homo_ev": -11.838,
  "total_charge": 2,
  "gap_ev": 3.81,
  "species": ["C", "C", "C", "C", "N", "N", "C", "C", "C", "C", "C", "C", "N", "C", "F", "F", "C", "C", "Si", "C", "C", "C", "C", "C", "C", "C", "C", "C", "C", "C", "C", "H", "H", "H", "H", "H", "H", "H", "H", "H", "H", "H", "H", "H", "H", "H", "H", "H", "H", "H", "H", "H", "H", "H", "H", "H", "H", "H", "H", "H", "H", "H", "H", "H"],
  "xyz": [[6.038, -1.647, 1.814], [5.365, -2.638, 0.693], [6.390, -3.170, -0.470], [7.421, -2.041, -1.061], [6.856, -1.250, -2.253], [5.736, -0.532, -1.808], [5.999, 0.649, -0.900], [4.753, 1.523, -0.288], [3.234, 1.071, -0.705], [1.839, 1.762, -0.184], [1.257, 1.230, 1.282], [-0.173, 1.887, 1.785], [-0.906, 2.952, 0.953], [-2.229, 3.497, 1.420], [-2.357, 4.943, 0.997], [-2.144, 3.559, 2.928], [-3.552, 2.622, 1.066], [-3.379, 1.399, 0.009], [-4.277, -0.253, 0.580], [-4.163, -0.569, 2.475], [-3.246, -1.700, -0.260], [-6.055, -0.389, -0.162], [-6.804, 0.953, -0.739], [-8.315, 0.719, -1.404], [-8.963, -0.821, -1.455], [-8.194, -2.157, -0.851], [-6.709, -1.925, -0.196], [-0.378, 3.472, -0.392], [1.040, 2.926, -1.058], [3.056, -0.231, -1.736], [4.385, -1.022, -2.284], [7.208, -1.658, 1.848], [5.705, -0.519, 1.622], [5.635, -1.976, 2.887], [4.998, -3.606, 1.282], [4.376, -2.141, 0.272], [6.962, -4.116, -0.078], [5.709, -3.539, -1.376], [7.877, -1.316, -0.258], [8.349, -2.641, -1.513], [7.596, -0.526, -2.468], [7.114, 0.914, -0.626], [4.891, 2.439, 0.453], [1.821, 0.395, 1.904], [-0.597, 1.468, 2.819], [-4.345, 3.378, 0.590], [-4.054, 2.283, 2.094], [-3.907, 1.687, -1.014], [-2.289, 1.075, -0.249], [-5.131, -1.075, 2.915], [-3.272, -1.339, 2.661], [-3.917, 0.370, 3.129], [-2.107, -1.676, 0.094], [-3.749, -2.751, -0.030], [-3.265, -1.555, -1.422], [-6.260, 1.993, -0.687], [-8.897, 1.635, -1.864], [-10.012, -0.990, -1.953], [-8.618, -3.248, -0.860], [-6.072, -2.821, 0.228], [-0.957, 4.281, -1.043], [1.416, 3.329, -2.102], [1.980, -0.600, -2.054], [4.284, -1.974, -2.998]],
  "atomic_forces_ev_per_a": [[-0.54, 0.35, 0.48], [-0.14, -0.70, 0.92], [-0.99, 0.37, -0.53], [1.47, -1.86, 0.10], [1.34, 0.16, 1.30], [-3.39, 2.56, 1.26], [-4.55, 0.13, 0.02], [-1.15, -3.15, -2.42], [2.36, -2.18, -1.75], [-1.95, 1.04, 1.35], [-2.72, 3.48, -2.88], [2.65, -0.25, -2.58], [3.74, -0.86, -1.72], [-1.85, 1.92, 2.71], [0.85, -4.66, 0.99], [0.25, -0.15, -4.36], [-1.06, 0.77, -0.36], [-0.28, 0.44, -0.72], [-0.01, -1.27, -0.68], [0.54, -0.61, 1.57], [0.42, -0.44, -0.48], [-3.39, -0.07, -1.46], [-2.33, -4.93, -0.31], [2.31, -3.21, 1.43], [3.19, 0.41, 1.45], [2.77, 4.26, 0.53], [-2.54, 3.35, -1.87], [3.04, -2.44, 0.25], [-1.94, -1.94, 4.53], [3.78, 1.01, 1.12], [-1.20, 3.41, 2.82], [-2.26, -0.20, -0.10], [0.74, -2.42, 0.51], [0.98, 0.91, -2.38], [0.76, 2.07, -1.42], [2.17, -0.97, 0.68], [-0.90, 2.10, -0.78], [1.63, 0.66, 1.81], [-1.14, -1.38, -1.33], [-2.05, 1.45, 0.87], [-1.09, -1.03, -0.08], [-2.51, -0.78, -0.78], [-0.05, -2.22, -1.84], [-1.45, 2.03, -1.40], [0.54, 1.51, -2.62], [1.95, -1.43, 1.17], [1.53, 0.78, -2.18], [1.30, -0.48, 2.05], [-1.78, 0.81, 0.60], [1.88, 1.10, -0.93], [-1.85, 1.60, -0.38], [-0.57, -1.68, -1.12], [-2.42, -0.26, -0.67], [1.30, 2.19, -0.43], [0.06, -0.34, 2.09], [-1.41, -2.26, -0.18], [1.22, -2.21, 1.05], [2.32, 0.53, 1.12], [0.66, 2.53, -0.15], [-1.55, 2.03, -0.95], [0.94, -1.90, 2.10], [-0.91, -0.92, 2.49], [2.56, 0.85, 0.69], [0.73, 2.42, 1.77]]
}

Entry 3:
{
  "formula": "C25H33GeN2O3PdSi",
  "method": "the ωB97M-V functional and the def2-TZVPD basis",
  "homo_ev": -10.700,
  "total_charge": 1,
  "gap_ev": 7.35,
  "e_above_lowest_kj_mol": 0.0,
  "species": ["Pd", "C", "C", "O", "N", "C", "C", "C", "C", "C", "C", "N", "H", "H", "H", "H", "H", "H", "H", "H", "H", "H", "Ge", "C", "C", "C", "C", "C", "C", "C", "C", "C", "C", "C", "C", "H", "H", "H", "H", "H", "H", "H", "H", "H", "H", "H", "C", "Si", "C", "C", "H", "H", "H", "H", "H", "H", "H", "H", "H", "C", "O", "C", "O", "H", "H", "H"],
  "xyz": [[0.704, -0.289, 0.230], [5.294, -0.065, 0.518], [3.871, -0.437, 0.828], [3.019, -0.548, -0.055], [3.598, -0.672, 2.129], [2.381, -1.321, 2.592], [1.315, -0.392, 3.132], [1.100, -0.332, 4.499], [0.086, 0.459, 5.016], [-0.704, 1.169, 4.131], [-0.441, 1.066, 2.779], [0.544, 0.314, 2.280], [5.360, 0.297, -0.504], [5.925, -0.950, 0.615], [5.665, 0.694, 1.206], [4.351, -0.575, 2.791], [2.659, -2.005, 3.393], [1.971, -1.930, 1.783], [1.727, -0.923, 5.153], [-0.086, 0.507, 6.083], [-1.520, 1.792, 4.467], [-1.049, 1.593, 2.056], [-1.662, -0.917, -0.231], [-2.210, -1.927, -1.812], [-3.006, -3.061, -1.668], [-3.419, -3.782, -2.783], [-3.045, -3.369, -4.053], [-2.251, -2.240, -4.208], [-1.833, -1.528, -3.093], [-2.549, 0.839, -0.283], [-2.561, 1.614, -1.443], [-3.213, 2.839, -1.476], [-3.872, 3.307, -0.346], [-3.895, 2.534, 0.807], [-3.241, 1.308, 0.834], [-2.105, -1.631, 1.054], [-3.305, -3.394, -0.680], [-4.035, -4.663, -2.656], [-3.370, -3.927, -4.922], [-1.953, -1.918, -5.198], [-1.184, -0.670, -3.230], [-2.080, 1.252, -2.344], [-3.218, 3.424, -2.387], [-4.383, 4.261, -0.371], [-4.437, 2.878, 1.679], [-3.295, 0.697, 1.730], [2.863, 2.535, 0.607], [1.219, 2.035, -0.105], [-0.038, 3.276, 0.460], [1.260, 1.647, -1.927], [2.956, 3.620, 0.523], [3.694, 2.083, 0.068], [2.936, 2.287, 1.669], [0.213, 4.195, -0.083], [0.068, 3.502, 1.522], [-1.075, 3.032, 0.229], [1.411, 2.594, -2.460], [0.334, 1.211, -2.299], [2.095, 0.988, -2.167], [1.067, -3.483, -2.683], [0.946, -2.197, -2.035], [0.589, -2.195, -0.770], [0.527, -3.145, -0.038], [2.114, -3.775, -2.715], [0.682, -3.354, -3.690], [0.493, -4.234, -2.146]],
  "atomic_forces_ev_per_a": [[-0.18, -0.71, 0.50], [0.01, -0.03, -0.05], [0.03, -0.14, 0.05], [0.08, 0.15, 0.11], [-0.06, 0.07, -0.01], [-0.11, -0.03, -0.02], [-0.02, -0.01, 0.07], [0.05, 0.00, 0.03], [0.00, 0.00, -0.06], [0.00, 0.00, 0.04], [-0.07, 0.08, -0.08], [0.21, 0.06, -0.13], [-0.01, 0.01, 0.01], [0.00, 0.01, 0.00], [0.00, 0.00, 0.01], [0.02, 0.01, -0.03], [0.00, -0.03, -0.02], [0.02, 0.01, 0.00], [-0.01, 0.01, 0.01], [0.00, 0.00, 0.00], [0.00, 0.00, 0.01], [0.01, -0.05, 0.05], [0.11, 0.22, -0.23], [0.02, 0.06, 0.14], [0.02, -0.01, -0.01], [-0.01, 0.03, 0.01], [0.01, 0.01, 0.02], [0.00, 0.01, 0.02], [-0.03, -0.05, -0.02], [-0.02, -0.16, -0.03], [0.00, -0.01, -0.01], [-0.01, -0.02, 0.01], [0.01, -0.03, 0.01], [0.01, 0.02, -0.02], [0.00, -0.01, 0.01], [-0.01, -0.05, 0.02], [0.00, -0.01, 0.00], [0.00, 0.00, -0.01], [0.00, 0.00, 0.00], [-0.01, 0.00, 0.00], [0.01, 0.00, -0.01], [0.01, 0.03, 0.00], [0.00, 0.00, 0.00], [0.00, 0.00, 0.00], [0.00, 0.00, 0.00], [0.00, 0.02, 0.00], [0.02, -0.12, 0.01], [-0.08, -0.32, -0.32], [-0.05, -0.05, -0.03], [0.08, 0.29, -0.02], [-0.05, 0.03, -0.01], [-0.02, 0.02, 0.04], [0.03, -0.01, -0.02], [0.00, -0.01, -0.03], [0.00, 0.01, -0.02], [0.03, -0.01, 0.03], [0.02, -0.01, -0.01], [-0.01, -0.02, 0.04], [-0.03, -0.04, 0.02], [0.08, -0.19, -0.04], [-0.06, -0.02, -0.43], [-0.07, 1.06, 0.33], [0.08, -0.21, 0.06], [0.01, 0.03, 0.04], [0.00, 0.04, -0.01], [-0.03, 0.04, 0.00]]
}